No. 1
C18H33Cl2Ge2N3STi | ωB97M-V/def2-TZVPD

Structure (ORCA input):
```
! RIJCOSX wB97M-V def2-TZVPD def2/J DEFGRID3
* xyz 2 3
C -1.062 -1.797 4.031
C 2.164 5.560 -0.325
H -2.726 2.787 -3.371
H -4.834 -3.415 -0.184
H 3.691 2.549 -0.311
Ge -0.803 0.936 -0.362
H -2.910 -6.304 -0.457
C 2.195 -2.408 -2.082
H -1.206 3.313 1.914
H 3.946 -1.131 1.662
C -1.905 1.353 1.326
H 1.575 -2.016 -2.898
N -3.835 -3.235 -0.237
H 4.300 -2.585 -1.592
C -2.114 2.759 -2.470
H 1.997 -3.480 -1.998
H 3.881 -1.097 -2.449
S -1.345 -4.066 -0.657
H -0.377 -2.561 4.397
H 3.949 -2.629 -3.315
N -3.515 -5.502 -0.367
H 4.209 4.925 -0.314
H -0.490 3.464 -0.357
Cl -1.145 -1.997 2.242
C 3.717 -2.192 1.597
C 3.671 -2.162 -2.372
H 1.657 -1.991 2.187
H -2.881 0.848 -1.849
H -1.430 0.753 -2.864
H -2.656 3.342 0.899
H 4.016 -2.660 2.533
Ge 1.576 -1.519 -0.364
C -2.145 2.810 1.698
H -0.703 -0.786 4.228
C 0.545 3.794 -0.340
C 0.841 5.143 -0.337
C 2.042 0.391 -0.322
H -2.628 3.325 -1.695
C 1.180 1.416 -0.332
H -3.821 -1.382 0.478
Ti -0.936 -1.587 -0.211
H -3.718 -1.461 -1.182
H -1.166 3.243 -2.693
H 4.315 -2.628 0.800
H 3.106 0.598 -0.307
H 0.041 5.867 -0.347
Cl -2.667 -2.022 4.723
C 1.551 2.826 -0.327
H -2.872 0.853 1.164
C 2.229 -2.410 1.351
C -1.904 1.312 -2.046
C 2.880 3.262 -0.317
H -2.771 2.861 2.589
C -2.992 -4.282 -0.408
H 2.007 -3.479 1.289
C 3.176 4.611 -0.317
N -3.397 -1.898 -0.302
H -1.407 0.848 2.163
H -4.503 -5.676 -0.266
H 2.403 6.613 -0.326
*
```

The calculation puts the HOMO-LUMO gap (alpha / beta) at 0.2201 / 0.1835 hartree. The energy above the lowest of the compared OMol25 structures with the same formula, charge and spin comes out at 287.8 kJ/mol. The value obtained for the lowest unoccupied orbital energy (alpha / beta) is -7.21 / -8.19 eV. The total energy comes out at -195680.7328 eV.

No. 2
C18H33Cl8FINO5S | ωB97M-V/def2-TZVPD

Structure (ORCA input):
```
! RIJCOSX wB97M-V def2-TZVPD def2/J DEFGRID3
* xyz 0 1
C 3.003 2.320 1.955
C 2.051 2.937 0.958
Cl 5.953 0.800 -6.125
Cl -6.417 0.287 2.476
C -7.045 -1.233 3.162
H 2.568 3.772 0.484
H -4.193 1.268 2.585
C -5.933 -2.165 3.562
H 7.577 3.421 -8.153
H 3.457 3.132 2.516
Cl -9.310 -4.415 1.720
H -2.462 1.508 2.390
C -7.907 -5.465 2.053
H 1.165 3.367 1.398
H 3.825 1.809 1.465
H 5.451 -1.199 -8.364
H -7.245 -6.935 3.453
H 5.473 -2.333 -6.220
Cl 8.961 1.656 -7.471
H 3.762 2.255 -0.636
H -5.212 -1.671 4.209
H 1.139 0.021 4.736
C -3.079 1.097 4.394
H 4.695 -3.407 -7.384
H -7.837 -6.173 1.230
Cl -7.972 -5.136 4.771
H -1.178 -0.082 3.548
H 0.530 2.518 3.172
C 7.382 2.404 -7.819
C 4.511 -1.303 -7.825
H 2.739 2.067 -2.020
C 2.362 1.325 2.955
Cl 3.233 -1.546 -9.049
C 2.890 1.728 -1.000
H -8.999 -6.750 3.399
Cl -5.051 -2.808 2.147
H -3.413 2.774 3.156
H -7.016 -4.842 2.044
O 0.639 4.095 -1.145
H -7.709 -1.686 2.430
O -0.749 2.272 -0.424
H -7.631 -0.969 4.041
H 4.309 -0.371 -7.308
C -3.313 1.699 3.039
H 2.627 0.313 2.671
H 0.358 0.885 2.426
O 3.180 -0.442 -0.031
C 6.488 2.434 -6.606
Cl 3.177 -2.554 -5.794
O -1.831 1.360 4.918
H 6.988 2.886 -5.753
H 2.853 1.485 3.914
C -0.923 0.302 4.537
I 3.400 -0.769 -2.948
H 6.923 1.854 -8.637
S 0.470 2.694 -0.999
F 0.579 2.065 -2.409
C 4.603 -2.458 -6.863
C 0.480 0.864 4.533
C 0.860 1.486 3.179
H 0.618 1.568 5.346
H -6.346 -3.021 4.092
C -8.055 -6.214 3.352
H 5.591 3.009 -6.823
O -3.888 0.438 4.992
H -1.047 -0.512 5.248
N 1.710 1.974 -0.144
C 3.135 0.214 -1.039
*
```

The calculation puts the HOMO-LUMO gap at 0.3727 hartree. The value obtained for the lowest unoccupied orbital energy is 0.18 eV. Its structure (SMILES) is CC(=O)OCCCCCCN(CC(=O)I)S(=O)(=O)F.ClCCCl.ClCCCl.ClCCCl.ClCCCl. The total energy comes out at -152761.3607 eV.

No. 3
C18H33CuN3O3 | ωB97M-V/def2-TZVPD

Structure (ORCA input):
```
! RIJCOSX wB97M-V def2-TZVPD def2/J DEFGRID3
* xyz 1 1
H 2.647 -0.477 4.186
C -0.918 -1.257 -4.270
H -2.420 -0.484 1.708
H 1.800 -1.672 5.249
H -1.477 0.804 -1.994
H 0.716 -2.235 -1.385
H 3.380 3.961 -1.246
H -2.102 1.921 -4.337
H -2.323 2.264 4.253
H -3.451 0.701 2.609
C -0.647 0.661 -2.693
H 0.839 -2.532 1.734
C -1.924 0.969 -4.836
H -1.057 -1.325 -6.427
C 2.322 2.077 -1.650
H 1.594 2.682 -2.184
C 3.355 2.930 -0.918
H -0.738 -3.122 -3.280
H 1.208 0.031 5.100
C 0.449 -0.156 -2.024
C -0.572 -1.595 3.812
C -0.197 -2.174 -3.333
H 2.440 -1.917 2.237
H -2.452 -1.964 -5.575
O 2.920 2.922 0.473
H 4.355 2.507 -0.943
C 0.760 0.345 -0.648
H -0.988 0.055 5.151
H -2.883 0.567 -5.145
C 1.460 -2.275 2.618
H -0.939 -1.658 -1.376
H -0.282 1.667 -2.912
O 1.604 1.717 1.793
C -1.380 2.063 3.697
C -1.361 -1.883 -5.547
H 1.343 -0.113 -2.644
O 0.251 -0.194 0.346
H -2.468 -0.627 4.454
Cu 0.298 0.263 2.337
H -0.520 2.190 4.390
H 2.787 1.380 -2.338
H 1.616 -3.190 3.230
H -1.360 1.199 -5.744
C -2.454 0.535 2.146
H -1.091 -2.052 2.942
N 1.671 1.371 -0.531
C -1.156 0.043 -3.958
N -1.385 0.705 3.139
H -0.563 -2.349 4.630
C 1.656 -0.820 4.549
C -0.002 -1.624 -1.933
N 0.812 -1.219 3.411
C 2.032 1.974 0.676
H -1.261 2.813 2.887
C -1.421 -0.337 4.207
H -2.317 1.261 1.316
H 0.771 -2.433 -3.776
H -0.978 -2.897 -5.637
*
```

The calculation puts the HOMO-LUMO gap at 0.2940 hartree. The value obtained for the lowest unoccupied orbital energy is -2.17 eV. The total energy comes out at -74449.1684 eV.

No. 4
C18H33EuNP2S | ωB97M-V/def2-TZVPD

Structure (ORCA input):
```
! RIJCOSX wB97M-V def2-TZVPD def2/J DEFGRID3
* xyz 0 8
H 2.069 -2.617 -4.111
H -0.809 1.157 3.386
H 0.485 -1.507 3.993
C 0.912 -0.406 2.176
N -0.794 0.208 0.127
H 4.106 0.846 4.050
H -2.783 0.310 -2.261
C 1.166 -0.824 3.490
H -1.310 0.941 0.589
H 3.688 1.512 1.688
H -1.776 3.188 -2.288
C -2.828 0.955 4.127
H -5.102 -1.330 3.078
H 2.903 2.708 -2.759
H 2.158 -4.192 -3.271
H 0.956 4.556 -0.733
C -3.076 -1.195 2.373
C 2.071 -3.106 -3.125
C 3.217 0.478 3.520
H -3.179 -2.013 1.647
C -1.736 0.577 3.337
H -0.678 -4.376 -3.399
C -1.847 -0.518 2.479
H -0.376 -3.498 -0.151
H -2.770 -0.462 -2.265
H 2.958 -2.763 -2.569
P 0.574 2.544 -2.130
C -0.809 -3.306 -3.188
H -0.875 -2.769 -4.147
H -1.070 2.839 -3.910
S -0.563 -0.930 1.299
H 1.841 2.659 -4.201
H 1.613 3.055 -0.012
H 1.667 0.687 0.481
H 2.506 -0.684 5.185
C 1.841 0.412 1.531
H 0.570 -0.010 -3.798
H 1.388 -3.219 -0.019
H -1.749 -3.178 -2.629
H 0.774 -4.674 -0.853
H -4.885 0.562 4.675
H -2.737 1.814 4.798
C 1.969 3.092 -3.197
H -0.760 4.404 -3.112
C 2.975 0.862 2.207
C -4.034 0.263 4.056
C 0.769 3.487 -0.566
H 2.048 4.185 -3.286
C -0.899 3.328 -2.939
Eu -0.448 -0.013 -2.081
C -4.154 -0.805 3.164
H -0.149 3.370 0.028
H 1.497 -0.051 -1.793
C 0.588 -3.606 -0.664
C 2.310 -0.374 4.161
P 0.576 -2.577 -2.188
*
```

The calculation puts the HOMO-LUMO gap (alpha / beta) at 0.1775 / 0.1952 hartree. The energy above the lowest of the compared OMol25 structures with the same formula, charge and spin comes out at 0.0 kJ/mol. The value obtained for the lowest unoccupied orbital energy (alpha / beta) is 0.09 / 0.09 eV. The total energy comes out at -69425.5772 eV.

No. 5
C18H33I2N3O8PS | ωB97M-V/def2-TZVPD

Structure (ORCA input):
```
! RIJCOSX wB97M-V def2-TZVPD def2/J DEFGRID3
* xyz 1 1
C 3.661 5.137 -2.061
H -1.025 -1.744 0.002
H -2.043 4.763 -2.367
C -3.305 3.465 -1.356
H -4.395 2.074 -0.692
C 5.390 0.447 -3.076
H 6.020 -0.370 -2.754
H -2.684 -4.487 5.378
H -2.185 -6.326 2.986
H 2.182 4.160 -3.147
H -0.930 3.343 -0.458
C -2.865 -0.798 0.478
O -6.072 -3.817 3.803
P 2.269 -1.177 0.530
H -1.646 -0.735 -1.299
H 3.902 -2.159 -0.385
C -0.639 0.363 0.297
C -2.091 3.699 -2.197
H -0.201 1.515 -2.770
H -3.408 -1.663 0.133
H -4.123 -7.004 4.366
N 2.061 1.878 -1.713
H -1.307 1.118 0.702
H 1.792 3.518 -0.488
C -3.028 -5.132 4.565
H 0.939 -1.456 -1.179
H 4.923 0.157 -4.008
O 1.735 -1.501 1.842
H 0.015 3.779 -1.940
H 3.930 5.831 -2.836
H -3.403 0.117 0.287
H 3.257 1.926 -3.351
C -1.507 -0.798 -0.221
H 3.461 3.056 -0.567
H -2.249 3.210 -3.155
H -3.741 -6.568 6.048
C 2.561 3.149 -1.164
H -0.047 0.006 1.127
C 1.442 1.106 -0.722
C 3.031 1.208 -2.575
H -2.013 0.018 2.711
O 1.539 -1.973 -0.629
C -0.799 3.205 -1.528
H -1.200 -6.257 4.459
I 2.143 1.583 2.068
C -5.156 -4.468 4.177
H -1.627 1.290 -1.810
O -5.227 -5.438 5.121
C -1.850 -5.682 3.800
H 4.307 -0.032 -1.306
C -3.998 -6.175 5.068
O 3.765 -1.659 0.430
I 2.104 -0.403 -3.672
H 4.140 5.277 -1.107
O -3.884 -4.347 3.713
O -3.827 4.316 -0.652
O -3.814 2.206 -1.450
H 6.052 1.287 -3.231
C 2.754 4.188 -2.233
H -1.271 -4.873 3.355
C -0.631 1.705 -1.799
C 4.366 0.810 -1.982
S -2.694 -1.054 2.277
N 0.151 1.043 -0.740
N 2.184 0.517 0.315
H 4.805 1.627 -1.423
*
```

The calculation puts the HOMO-LUMO gap at 0.2502 hartree. The energy above the lowest of the compared OMol25 structures with the same formula, charge and spin comes out at 0.0 kJ/mol. The value obtained for the lowest unoccupied orbital energy is -4.91 eV. The total energy comes out at -76372.0355 eV.

No. 6
C18H33IrN2O3S5 | ωB97M-V/def2-TZVPD

Structure (ORCA input):
```
! RIJCOSX wB97M-V def2-TZVPD def2/J DEFGRID3
* xyz 3 6
C -2.015 -1.365 -4.326
O 2.468 -0.221 3.994
H -0.295 -0.975 -3.035
H -2.556 2.456 4.304
S 3.178 0.651 -1.007
S -1.100 1.723 -0.794
H -3.020 -3.764 -2.195
S -1.940 -1.782 -1.615
H 3.635 -0.677 5.582
Ir -0.711 0.159 1.117
O 1.175 0.399 2.337
H -3.274 3.114 2.859
H -2.404 -0.354 -4.213
N -0.253 -1.833 2.377
H -3.118 -4.892 -0.035
C -3.362 0.939 3.043
C 6.615 0.779 -3.811
H 5.564 2.176 -0.906
C 6.624 1.594 -2.666
C 4.472 0.683 -2.069
H -3.764 2.489 0.923
C -2.243 -3.545 -1.458
H -2.927 0.183 3.696
C 5.540 -0.090 -4.083
H -0.756 4.603 1.592
S -3.231 0.205 1.390
H -3.482 -3.203 0.299
C -1.065 -1.731 -3.192
C 1.472 -0.453 3.189
C -3.751 1.586 0.322
C -1.252 3.703 1.228
H 3.645 -0.816 -3.422
H 1.064 -2.358 3.915
H -4.778 1.381 0.020
C -2.911 1.758 -0.940
C -2.674 2.287 3.234
H 7.451 0.818 -4.497
C 2.833 -1.160 5.036
C -0.647 3.338 -0.116
C 5.573 1.557 -1.794
H -0.591 -2.699 -3.352
C -2.705 -3.885 -0.049
H 0.042 -2.493 1.660
H -0.891 4.101 -0.856
H -3.125 0.955 -1.646
H -1.487 -1.419 -5.276
O -0.894 -1.439 -0.540
H 0.441 3.282 -0.043
H -4.418 1.024 3.301
N 0.783 -1.614 3.296
H 3.198 -2.088 4.596
H -1.328 -4.066 -1.739
H -2.312 3.932 1.148
C 4.475 -0.149 -3.231
S -1.013 2.420 2.500
H 5.564 -0.712 -4.967
H 1.990 -1.330 5.705
H -1.870 -3.856 0.650
H 7.463 2.248 -2.475
H -1.065 -2.213 2.852
H -3.178 2.695 -1.432
H -2.858 -2.054 -4.386
*
```

The calculation puts the HOMO-LUMO gap (alpha / beta) at 0.2880 / 0.2013 hartree. The energy above the lowest of the compared OMol25 structures with the same formula, charge and spin comes out at 0.0 kJ/mol. The value obtained for the lowest unoccupied orbital energy (alpha / beta) is -7.53 / -11.49 eV. The total energy comes out at -85310.6075 eV.

No. 7
C18H33MnN5O6 | ωB97M-V/def2-TZVPD

Structure (ORCA input):
```
! RIJCOSX wB97M-V def2-TZVPD def2/J DEFGRID3
* xyz 1 5
H -3.855 -1.865 2.490
H 3.346 3.157 2.114
C -1.348 -2.687 -3.139
H 3.303 4.064 0.294
H -3.166 -1.205 4.588
N 1.500 1.595 -1.140
H -2.399 -3.638 -0.509
H -3.189 2.210 -2.567
C -1.588 1.205 -1.516
O 0.327 -0.607 -3.489
C -2.953 1.842 0.814
H -2.396 -2.358 -3.071
H -2.012 0.150 4.811
C -1.083 0.796 -0.304
N 0.235 -1.012 -2.242
C 2.164 1.719 1.108
H -1.440 -1.411 4.137
C 2.770 -1.017 -0.793
Mn 0.997 -0.208 -0.638
C -3.064 -1.333 1.949
O 2.576 0.256 -3.508
N -2.585 -0.223 2.820
H 3.002 -1.446 0.199
C -1.338 -3.739 -0.248
H -2.225 -2.009 1.746
C -1.776 1.054 0.866
H -1.135 1.303 2.925
H 3.718 1.483 2.553
H -0.584 -0.201 2.165
H -3.458 -0.923 1.011
C -2.811 1.919 -1.587
H -3.348 0.463 2.892
O 0.301 -2.193 1.413
N 0.201 -1.787 0.116
H 3.607 -0.256 -1.019
H -0.950 -4.614 -0.781
H -0.936 -2.352 -4.103
H 0.891 -1.403 1.835
N 1.531 0.496 1.122
C 2.160 2.331 -0.149
C 2.906 2.176 2.305
H 3.759 3.210 -1.200
H -4.418 2.808 -0.442
C -2.276 -0.711 4.194
C -0.581 -2.544 -0.692
C -3.476 2.238 -0.409
H -3.457 2.124 1.747
H 2.996 -0.217 -4.244
C -1.399 0.515 2.206
O 1.550 -0.166 2.246
H 2.250 2.254 3.175
H -1.247 -3.913 0.828
H 2.268 4.184 -1.164
C -0.560 -2.094 -2.037
H 2.752 -1.789 -1.570
H 3.392 0.450 -2.587
O 1.240 2.162 -2.230
O 4.170 0.710 -1.754
H -1.311 -3.783 -3.081
H 5.063 0.385 -1.965
H -1.082 0.980 -2.446
C 2.915 3.522 -0.574
H 1.559 -0.057 -3.471
*
```

The calculation puts the HOMO-LUMO gap (alpha / beta) at 0.2534 / 0.2268 hartree. The value obtained for the lowest unoccupied orbital energy (alpha / beta) is -3.54 / -4.48 eV. The total energy comes out at -70241.1374 eV.

No. 8
C18H33N3O3Rb | ωB97M-V/def2-TZVPD

Structure (ORCA input):
```
! RIJCOSX wB97M-V def2-TZVPD def2/J DEFGRID3
* xyz 1 1
H -1.269 -0.458 6.128
H -1.734 2.540 5.616
O 0.206 0.321 0.042
H -1.859 0.913 -6.955
C -1.848 -1.607 -6.589
H -2.481 -0.149 4.819
C 2.345 2.022 -2.289
H -1.024 2.934 4.032
C 0.989 0.312 -0.889
H -2.693 1.909 -5.820
C -1.346 -1.158 -5.215
H 1.412 -1.781 2.412
H -1.528 -2.616 -6.734
N -0.672 0.933 4.637
H 1.115 1.973 5.008
C 2.022 2.341 0.058
C -0.602 -2.241 -4.782
H 2.896 1.205 -2.748
C -2.473 0.909 -6.058
H -1.378 -2.394 4.646
H 0.902 -3.354 5.744
H 1.241 -0.409 -2.979
H -1.088 -3.008 -4.162
N 0.600 -1.688 4.459
H -2.496 1.878 4.144
C 1.294 -0.968 -1.772
H -2.924 -1.624 -6.612
H -1.448 -1.034 -7.416
H 0.486 -2.373 -4.775
H -3.421 0.448 -6.316
H 0.119 -3.756 4.204
C 3.234 3.104 -1.735
C 0.890 -3.109 4.673
H 1.148 -0.130 3.091
C -1.407 -0.280 5.039
C 0.531 1.149 5.440
H -1.104 -1.378 3.187
C 1.453 -1.158 3.341
C -1.541 0.903 -3.674
H -1.638 0.459 -2.607
H 2.508 -1.117 3.691
O 1.595 2.265 1.225
O 2.930 3.238 -0.312
C -0.863 -1.485 4.267
N 1.680 1.527 -1.077
C -1.527 2.131 4.612
H 0.480 -3.161 -2.022
H 1.861 -3.359 4.240
C -1.746 0.168 -4.869
H 1.618 2.398 -3.019
H -0.802 -1.800 -1.763
H -0.688 1.628 -3.618
H 0.276 1.421 6.486
H 1.118 0.219 5.436
C 0.357 -2.033 -1.665
H 4.278 2.802 -1.854
Rb -1.035 1.517 1.876
H 3.048 4.062 -2.227
*
```

The calculation puts the HOMO-LUMO gap (alpha / beta) at 0.2194 / 0.2175 hartree. The value obtained for the lowest unoccupied orbital energy (alpha / beta) is -4.46 / -4.52 eV. The total energy comes out at -30454.0718 eV.